Here is C27H44CuN6O4SSi as an isolated structure from OMol25. Energies are from the ωB97M-V functional and the def2-TZVPD basis.

XYZ file:
```
84
Properties=species:S:1:pos:R:3:mulliken_charge:R:1
H 2.088 -2.670 4.179 0.3672
H -0.084 -3.619 2.910 0.2870
N -0.284 -2.254 -2.209 1.9476
O 0.096 0.288 0.266 4.3559
H 0.153 -3.802 1.161 0.3268
H 1.244 -2.938 -5.149 0.4108
C 3.207 -0.052 -2.062 -0.4069
O 0.644 -1.293 2.478 0.0247
C -2.448 2.131 2.607 -1.6273
H 3.058 -1.481 3.301 0.2916
H -1.333 -5.321 -1.621 0.5218
N 1.214 4.115 -2.004 0.0687
H 5.194 0.893 -1.706 0.4253
H 0.343 -1.452 -4.798 0.1162
H -3.609 -0.364 0.528 0.2932
H 1.306 -4.529 2.284 0.4802
O 0.543 1.308 2.717 -0.3964
H -3.925 -0.957 2.955 0.3878
H 0.579 2.734 0.515 -0.1401
Cu 0.276 -0.488 -1.549 -1.6312
N 1.958 0.501 -2.188 0.3172
H 2.075 4.605 -1.841 0.1906
H 1.109 3.382 4.126 0.3791
H -3.486 0.222 4.199 0.4166
C 2.140 -2.177 0.764 -1.4065
H 3.290 -3.216 2.990 0.4098
C -2.750 0.685 2.218 2.2858
C 1.035 2.767 -2.134 -0.4269
C -0.098 -4.278 -3.181 -1.1351
C 2.750 1.508 1.737 -0.5615
C -3.803 0.106 3.161 -2.0249
N -0.226 2.468 -2.312 -0.0927
H -2.431 -2.535 -3.344 0.5106
H 3.153 0.773 2.436 0.0929
H -2.660 -3.252 -0.128 0.5524
C 0.246 -2.941 -3.262 0.4105
C 1.553 2.226 2.363 2.0406
C -3.250 0.636 0.774 -1.5572
O -1.614 -0.147 2.358 -1.1610
C -1.724 -2.698 -0.238 -0.0787
C 1.483 -2.370 2.124 2.2546
C -2.985 -1.620 -3.191 -0.1602
S -4.512 -1.625 -2.389 -0.1983
H 1.885 -1.742 -4.016 0.0808
C -4.556 0.084 -2.507 -0.1021
H 1.383 -2.026 -0.006 -0.1862
C -0.028 4.695 -2.089 -0.7692
C -0.895 3.660 -2.282 -0.3015
H 3.543 2.222 1.487 0.5332
C 0.972 -2.232 -4.362 -1.2694
Si -0.065 0.038 1.804 -2.6650
H -4.765 0.607 3.026 0.3836
H -5.369 0.657 -2.098 0.4433
H 3.809 3.010 -1.641 0.2030
H 2.386 2.180 4.354 0.4110
C 0.999 3.255 1.377 -1.2700
H 3.347 -1.117 -2.107 0.5588
H -1.173 -2.794 0.701 -0.4717
C -0.879 -4.419 -2.003 -0.9780
H -3.377 2.705 2.646 0.5514
H 0.212 3.844 1.850 0.4068
C 0.661 -3.663 2.116 -1.6646
H 0.166 -5.052 -3.888 0.4226
H 2.731 3.682 3.468 0.3686
H -4.067 1.347 0.625 0.5609
C 4.131 0.926 -1.857 -1.0413
H -3.171 1.557 -3.293 0.3086
H -2.434 0.879 0.092 -0.0152
N 3.429 2.110 -1.872 0.0366
C 1.977 2.914 3.659 -2.0221
H -1.957 2.167 3.579 0.3330
C 2.116 1.798 -2.064 0.5680
H -1.784 2.590 1.878 0.0398
C -0.962 -3.158 -1.440 0.1835
H -0.172 5.755 -1.997 0.4151
H 1.787 3.940 1.049 0.4407
H 2.804 -1.311 0.772 0.2717
H 2.430 0.991 0.832 -0.6640
H -1.957 -1.638 -0.346 -0.6256
C 2.552 -2.444 3.218 -1.9098
H -1.965 3.705 -2.389 0.4191
C -3.428 0.524 -3.121 -0.5686
H 2.722 -3.065 0.507 0.6430
N -2.547 -0.448 -3.510 -0.2193
```

## Properties
net charge	-1
energy	-4013.19594	a.u.
HOMO	-0.1301	hartree
energy relative to the best compared isomer or geometry (same formula, charge and spin)	60.3	kJ/mol